The molecule C6H10OS at a distorted geometry, computed with ωB97M-V/def2-TZVPD.

Output
ΔE to the lowest compared entry with this formula, charge and spin = 0.786 eV
LUMO energy = 0.8 eV
Largest force on an atom = 2.9 eV/A
Kohn-Sham gap = 9.229 eV
E_HOMO = -8.4 eV
SMILES = C[C@@H]1SC=C[C@@]1(C)O
Calculated total energy = -19266.244 eV

Last columns: bonded neighbours and bond lengths (Å).
Positions of all 18 atoms, in Å:
1 C -0.83 1.75 0.14  C2 1.522, H9 1.105, H10 1.126, H11 1.112
2 C -0.65 0.50 -0.71  C1 1.522, S3 1.808, C6 1.551, H12 1.082
3 S -2.19 -0.44 -0.56  C2 1.808, C4 1.764
4 C -1.39 -1.44 0.65  S3 1.764, C5 1.317, H13 1.097
5 C -0.09 -1.30 0.80  C4 1.317, C6 1.485, H14 1.103
6 C 0.50 -0.46 -0.27  C2 1.551, C5 1.485, C7 1.493, O8 1.422
7 C 1.72 0.27 0.17  C6 1.493, H15 1.108, H16 1.090, H17 1.099
8 O 0.97 -1.26 -1.35  C6 1.422, H18 0.916
9 H -1.75 2.28 -0.16  C1 1.105
10 H -0.85 1.57 1.25  C1 1.126
11 H -0.06 2.52 -0.11  C1 1.112
12 H -0.50 0.83 -1.72  C2 1.082
13 H -2.03 -2.19 1.13  C4 1.097
14 H 0.57 -1.97 1.39  C5 1.103
15 H 1.62 0.81 1.13  C7 1.108
16 H 2.50 -0.45 0.44  C7 1.090
17 H 2.09 0.89 -0.66  C7 1.099
18 H 0.36 -1.92 -1.53  O8 0.916

Results of the Löwdin charge analysis, in e, for atoms 1 through 5: number 1, C, carries -0.15; number 2, C, carries -0.56; number 3, S, carries 0.94; number 4, C, carries -0.39; number 5, C, carries -0.12